[1]
ORCA calculation (ωB97M-V with the def2-TZVPD basis set) on a gas-phase ion, C4H6NO2 (charge -1).

Summary:
HOMO   -1.947 eV
SMILES   C=C1[C@H](O)CN1[O-]
Charge   -1
HOMO-LUMO gap   5.94 eV
Energy above the lowest of the compared OMol25 structures with the same formula, charge and spin   126.89 kcal/mol

XYZ file:
```
13
Properties=species:S:1:pos:R:3:forces:R:3:lowdin_charge:R:1
C 0.642844 1.766773 -0.791851 -0.22 -3.37 1.98 0.01
C 0.398173 0.459878 -0.337254 0.76 2.45 -1.67 -0.37
C -0.892969 -0.354508 -0.229126 0.51 -0.21 -1.27 -0.37
O -1.958577 0.273330 0.475929 -0.33 -1.06 -1.69 -0.03
C -0.145180 -1.448648 0.497922 2.20 2.07 -0.99 -0.01
N 1.237407 -0.558952 -0.137778 -0.75 -3.92 3.38 -0.18
O 2.442230 -0.695331 0.452000 -1.07 0.91 -1.09 -0.32
H 1.548416 2.277076 -0.598997 0.69 0.40 -0.10 -0.01
H -0.215471 2.158092 -1.198525 -1.62 1.67 -0.85 -0.03
H -1.182599 -0.683013 -1.208583 -0.84 0.07 -0.51 0.13
H -1.421693 0.574930 1.169379 0.42 1.37 2.16 0.04
H -0.293968 -1.262768 1.525535 0.41 0.35 1.61 0.07
H -0.158612 -2.506859 0.381350 -0.15 -0.74 -0.95 0.07
```
Forces are in eV/Å.


[2]
ORCA calculation (ωB97M-V with the def2-TZVPD basis set) on a gas-phase ion, C4H6NO2 (charge -1).

Summary:
HOMO   -2.425 eV
SMILES   O=NCC/C=C/[O-]
Charge   -1
HOMO-LUMO gap   6.71 eV
Energy above the lowest of the compared OMol25 structures with the same formula, charge and spin   116.37 kcal/mol

XYZ file:
```
13
Properties=species:S:1:pos:R:3:forces:R:3:lowdin_charge:R:1
O 2.396993 -0.148661 -0.686108 0.25 -0.16 -0.78 -0.14
N 1.450537 0.045591 0.049336 -0.32 1.81 0.89 -0.16
C 0.556633 1.260170 -0.312970 0.79 3.02 -0.79 -0.29
C -0.770264 0.754914 0.176017 -0.46 -1.77 -0.71 -0.26
C -0.550837 -0.722128 -0.278236 0.19 0.40 -1.25 -0.21
C -0.428638 -1.812412 0.585566 -3.17 1.81 1.23 -0.47
O -0.439915 -3.024937 0.427586 1.05 -1.24 -0.56 -0.11
H 0.606067 1.641462 -1.487046 -0.12 -1.38 2.78 0.14
H 0.823568 2.223655 0.332643 0.37 -1.71 -1.30 0.10
H -0.808296 0.839896 1.303866 -0.28 -0.15 -1.27 0.10
H -1.672956 1.201972 -0.348996 0.98 -0.26 0.97 0.10
H -0.410798 -0.844424 -1.378993 -0.28 0.00 0.85 0.11
H -0.752093 -1.415098 1.617333 1.00 -0.38 -0.05 0.10
```
Forces are in eV/Å.


[3]
ORCA calculation (ωB97M-V with the def2-TZVPD basis set) on a gas-phase ion, C4H6NO2 (charge +1).

Summary:
HOMO   -13.794 eV
SMILES   C=CO[N+]#COC
Charge   +1
HOMO-LUMO gap   8.25 eV
Energy above the lowest of the compared OMol25 structures with the same formula, charge and spin   144.73 kcal/mol

XYZ file:
```
13
Properties=species:S:1:pos:R:3:forces:R:3:lowdin_charge:R:1
C 2.020591 -2.119756 0.945299 0.32 1.64 -1.79 0.05
C 0.761351 -2.314353 1.314447 2.17 -0.53 1.23 -0.14
O -0.318744 -1.566577 0.820659 -1.03 -0.52 0.27 -0.02
N 0.043879 -0.556042 0.076593 -3.26 4.83 -5.20 0.16
C -0.618608 0.166586 -0.785028 4.32 -5.63 6.29 0.03
O -0.849299 1.073987 -1.520052 0.93 -0.63 -1.90 0.12
C -1.354905 2.389047 -1.174475 -3.81 -2.66 1.92 0.12
H 2.958317 -2.583489 1.203356 -0.55 -0.79 0.94 0.07
H 2.333492 -1.337366 0.191250 -1.03 -0.78 0.66 0.09
H 0.490160 -2.956729 2.180534 -0.38 0.52 -1.16 0.15
H -1.996006 2.491120 -2.057056 -1.07 0.54 1.21 0.14
H -0.636926 3.048234 -1.307087 3.90 2.93 -0.31 0.06
H -1.624805 2.240610 -0.058664 -0.52 1.09 -2.16 0.17
```
Forces are in eV/Å.


[4]
ORCA calculation (ωB97M-V with the def2-TZVPD basis set) on C4H6NO2P in the gas phase.

Summary:
HOMO   -7.904 eV
HOMO-LUMO gap   7.50 eV
Energy above the lowest of the compared OMol25 structures with the same formula, charge and spin   79.51 kcal/mol

XYZ file:
```
14
Properties=species:S:1:pos:R:3:forces:R:3:lowdin_charge:R:1
C -0.161261 -1.680317 -0.040718 -0.82 2.59 -0.17 -0.06
C 1.155574 -1.009401 -0.142750 -1.61 -0.33 -1.12 -0.14
C 1.141494 0.424350 0.395008 -0.04 -0.88 2.78 -0.21
C 0.010340 1.255296 -0.255908 -0.09 1.59 3.13 -0.39
N -1.215442 0.616000 -0.010157 1.56 -2.50 -0.78 -0.33
O -0.905972 -2.520327 -0.008780 -0.22 -0.75 0.09 0.30
O -3.555537 -0.078366 0.087871 -2.45 -2.42 0.23 -0.55
P -2.729285 1.099055 0.052959 1.47 2.22 -0.16 0.57
H 1.731597 -1.740556 0.473771 0.59 0.72 -1.09 0.15
H 1.236210 -0.899556 -1.279597 0.69 -0.93 1.29 0.17
H 0.847983 0.218434 1.514701 1.11 1.16 -1.71 0.15
H 2.203723 0.748338 0.194645 -1.20 0.25 0.68 0.13
H -0.126609 2.305524 0.268899 1.33 -1.53 -1.38 0.14
H 0.367185 1.261526 -1.249944 -0.32 0.81 -1.80 0.08
```
Forces are in eV/Å.


[5]
ORCA calculation (ωB97M-V with the def2-TZVPD basis set) on a gas-phase ion, C4H6NO2S (charge +1).

Summary:
HOMO   -13.734 eV
Charge   +1
HOMO-LUMO gap   8.16 eV
Energy above the lowest of the compared OMol25 structures with the same formula, charge and spin   89.47 kcal/mol

XYZ file:
```
14
Properties=species:S:1:pos:R:3:forces:R:3:lowdin_charge:R:1
C 1.237732 0.758189 1.589636 -0.14 -0.48 -0.68 -0.39
C 0.118274 0.362104 2.022016 -1.82 -0.48 -0.98 -0.02
C 0.816272 0.071022 -1.012934 -0.65 -1.03 0.98 -0.61
C -1.487754 -0.545260 -1.220294 0.35 0.19 -3.04 -0.07
N -0.352205 -0.090491 -0.604421 3.31 2.98 1.89 -0.01
O -0.994246 0.039615 2.470720 1.30 -0.74 0.33 0.28
O 1.375379 -0.384924 -2.152983 -2.07 1.91 -0.57 0.09
S 2.076139 0.729572 0.136807 0.13 -0.05 -2.31 1.12
H 1.996763 1.040894 2.225225 1.23 0.69 2.49 0.08
H -2.092641 -0.752972 -0.433643 -2.50 -1.62 1.57 0.06
H -1.974660 0.180092 -1.852402 -0.14 0.96 0.14 0.11
H -1.225950 -1.256905 -1.971982 -0.31 -1.53 -0.09 0.10
H -1.539587 0.796830 2.672624 -1.03 0.95 0.07 0.18
H 2.046484 -0.947765 -1.868367 2.34 -1.76 0.19 0.08
```
Forces are in eV/Å.


[6]
ORCA calculation (ωB97M-V with the def2-TZVPD basis set) on a molecular structure, C4H6NO3.

Summary:
HOMO   -4.221 eV
Charge   -1
HOMO-LUMO gap   6.82 eV
Energy above the lowest of the compared OMol25 structures with the same formula, charge and spin   104.93 kcal/mol

XYZ file:
```
14
Properties=species:S:1:pos:R:3:forces:R:3:lowdin_charge:R:1
O -2.820415 -0.616063 0.927649 0.50 0.16 0.42 -0.09
C -1.647019 -0.256640 1.180737 0.18 0.46 -0.18 -0.73
O -1.176772 0.387048 2.165612 -0.48 -0.52 -0.54 -0.11
C -0.583904 -0.621805 0.087162 0.39 -0.32 0.56 -0.16
C 0.381505 0.533613 -0.176008 -0.94 -0.66 -1.09 -0.16
C 1.557208 0.129904 -1.144072 -5.83 -2.47 -3.49 -0.51
N 2.462499 1.343193 -1.348707 -0.28 -4.51 0.06 0.13
O 1.574039 -1.062274 -1.673563 1.26 5.21 1.69 0.00
H -0.021267 -1.504620 0.454799 -0.17 0.44 -0.12 0.12
H -1.053869 -0.932050 -0.832738 -0.31 -0.06 -0.24 0.09
H 0.764905 0.829656 0.795426 0.08 0.43 0.07 0.10
H -0.245779 1.369309 -0.639682 1.16 -0.76 0.54 0.15
H 1.982302 2.088491 -0.846966 -0.16 -0.42 0.66 0.04
H 2.474652 0.366753 -0.534395 4.58 3.02 1.67 0.13
```
Forces are in eV/Å.


[7]
ORCA calculation (ωB97M-V with the def2-TZVPD basis set) on 2 unconnected molecules or ions with the total composition C4H6NO3.

Summary:
HOMO   -4.269 eV
Charge   -1
HOMO-LUMO gap   6.17 eV
Energy above the lowest of the compared OMol25 structures with the same formula, charge and spin   171.01 kcal/mol

XYZ file:
```
14
Properties=species:S:1:pos:R:3:forces:R:3:lowdin_charge:R:1
O 2.677150 1.483567 0.785643 0.58 -2.19 -2.01 -0.20
C 3.067901 0.348214 0.254146 -3.88 2.83 -0.87 -0.60
C -1.171021 -0.218995 0.503803 0.48 -0.52 2.80 -0.35
C -0.178260 0.110938 -0.679500 -1.53 -2.97 0.90 -0.03
N -1.697704 -1.376530 1.116282 1.06 2.26 -3.14 0.08
C -2.620383 -0.632391 -0.193920 -3.08 2.52 -3.69 -0.22
O 2.678839 -0.284508 -0.770411 0.63 1.29 0.69 -0.15
O -3.165070 0.399134 -0.755945 2.15 -3.96 3.18 -0.02
H 3.653544 -0.162863 0.905092 2.79 -2.02 2.15 0.04
H -1.200863 0.579407 1.280714 -0.46 0.45 -1.17 0.13
H -0.681344 0.562329 -1.548425 0.25 -0.10 0.56 0.09
H 0.549139 0.725830 -0.216321 0.99 0.76 0.07 0.03
H 0.255816 -0.888645 -0.914155 0.04 0.99 -0.32 0.09
H -2.809142 -1.612497 -0.702344 -0.02 0.65 0.85 0.13
```
Forces are in eV/Å.


[8]
ORCA calculation (ωB97M-V with the def2-TZVPD basis set) on 2 unconnected molecules or ions with the total composition C4H6NO3P.

Summary:
HOMO   0.952 eV
Charge   -2
HOMO-LUMO gap   5.68 eV
Energy above the lowest of the compared OMol25 structures with the same formula, charge and spin   19.41 kcal/mol

XYZ file:
```
15
Properties=species:S:1:pos:R:3:forces:R:3:lowdin_charge:R:1
C -1.197257 1.689400 -0.283018 0.22 0.49 0.08 -0.33
C -0.145928 0.528792 -0.310508 -0.76 1.79 -3.15 -0.35
C -0.814168 -0.640141 0.263225 0.59 -1.61 1.43 -0.29
C -2.263940 -0.260940 0.259286 -3.47 -0.83 -0.04 -0.36
N -2.356255 1.207560 0.030656 0.20 -0.36 -0.61 -0.16
O 2.916015 -1.099523 -1.147971 -1.06 -1.50 -0.92 -0.38
O 3.573707 1.242430 -0.602996 -0.70 0.45 0.36 -0.40
O 3.132797 -0.412442 1.329757 -0.90 0.32 -0.88 -0.42
P 3.016554 -0.056272 -0.130790 2.92 0.61 1.40 0.20
H 0.190540 0.471813 -1.402358 -0.33 -0.25 1.31 0.11
H 0.675024 0.778456 0.267326 1.93 0.92 0.97 0.01
H -0.542589 -1.520901 -0.342990 -0.28 -0.14 0.82 0.09
H -0.433564 -0.676389 1.347932 -0.56 -0.67 -1.49 0.12
H -2.967738 -0.902775 -0.548999 1.66 1.50 1.81 0.10
H -2.783191 -0.349061 1.271451 0.54 -0.71 -1.09 0.07
```
Forces are in eV/Å.


[9]
ORCA calculation (ωB97M-V with the def2-TZVPD basis set) on a gas-phase ion, C4H6NOS (charge +1).

Summary:
HOMO   -14.090 eV
Charge   +1
HOMO-LUMO gap   9.37 eV
Energy above the lowest of the compared OMol25 structures with the same formula, charge and spin   0.00 kcal/mol

XYZ file:
```
13
Properties=species:S:1:pos:R:3:forces:R:3:lowdin_charge:R:1
C -1.537303 -1.120949 0.176802 0.04 -0.19 0.67 -0.28
C -0.990705 1.176348 -0.198089 1.09 -2.15 0.98 -0.30
C -0.200564 -0.852820 0.234795 -0.32 0.00 0.70 -0.43
C 1.459622 0.932800 -0.264456 1.56 0.35 1.60 0.03
N 0.154250 0.463888 0.080092 -4.05 -0.28 -0.79 -0.08
O 0.780536 -1.673491 0.500643 1.11 0.09 0.00 0.17
S -2.406855 0.312726 -0.110634 0.55 -0.02 -0.05 1.20
H -1.988778 -2.046029 0.534524 0.00 0.34 -0.45 0.11
H -0.957720 2.139097 -0.554606 0.18 2.15 -0.50 0.09
H 1.228815 1.596143 -1.030396 0.50 1.25 -1.66 0.08
H 1.947923 1.544344 0.566513 -0.56 -1.27 -0.93 0.15
H 2.046122 0.077615 -0.626356 0.04 0.54 0.32 0.12
H 0.464663 -2.549672 0.691162 -0.14 -0.79 0.12 0.14
```
Forces are in eV/Å.